--- one ---
Computed, not measured: C49H39Cl3IN7OPS2TeV as an isolated structure, with ωB97M-V/def2-TZVPD.

```
! wB97M-V def2-TZVPD RIJCOSX def2/J DEFGRID3
* xyz -1 4
V 1.39338 0.25619 1.47722
I -0.58932 -1.24115 2.72731
C -2.07049 -0.08227 3.92173
C -1.54154 0.14600 5.16364
C -2.32398 0.54671 6.26502
C -3.66899 0.64469 6.12312
C -4.27165 0.44054 4.85786
C -5.67884 0.53550 4.75858
C -6.30483 0.39212 3.56042
C -5.52591 0.23164 2.40420
C -4.15572 0.14380 2.44170
P -3.28511 0.29015 0.81547
C -4.27819 1.70900 0.17841
C -5.32088 1.66123 -0.74190
C -5.94980 2.82638 -1.16619
C -5.54820 4.05813 -0.67333
C -4.51112 4.11802 0.24982
C -3.87813 2.95755 0.66200
C -4.02300 -1.13703 -0.05301
C -4.06566 -1.14190 -1.44708
C -4.49310 -2.25970 -2.14058
C -4.84806 -3.41559 -1.45712
C -4.77673 -3.43547 -0.07317
C -4.37407 -2.30373 0.62331
C -3.47389 0.15213 3.70359
H -0.48298 -0.03166 5.31918
H -1.85135 0.72297 7.22379
H -4.30590 0.88936 6.96556
H -6.24603 0.72978 5.66223
H -7.38311 0.45396 3.48203
H -6.02785 0.22425 1.44379
H -5.66921 0.70819 -1.12016
H -6.76128 2.76301 -1.88140
H -6.03474 4.96591 -1.00797
H -4.18102 5.07351 0.63867
H -3.05047 3.01806 1.36054
H -3.74284 -0.26643 -1.99803
H -4.52957 -2.23188 -3.21921
H -5.16637 -4.29664 -2.00105
H -5.03023 -4.33586 0.47221
H -4.32317 -2.33149 1.70463
S 0.58000 4.67979 2.05695
C -0.27015 4.31622 0.61323
C -0.29965 2.97665 0.36048
C 0.36363 2.15305 1.33070
C 0.88369 2.97953 2.30188
C 1.67350 2.47818 3.41302
C 2.25948 3.28823 4.39403
C 2.97045 2.70043 5.41853
C 3.09372 1.31533 5.46414
C 2.51732 0.58103 4.44504
N 1.84491 1.13998 3.43889
H -0.71557 5.11044 0.03187
H -0.80836 2.57636 -0.51033
H 2.14790 4.36283 4.33931
H 3.43156 3.31575 6.18198
H 3.63393 0.81511 6.25574
H 2.59205 -0.50092 4.39386
Te 2.12410 -2.51187 1.54630
N 6.98939 -0.01010 3.48425
C 5.77844 -0.03518 2.84973
N 4.94238 -1.02415 3.13305
N 5.53755 0.97572 2.03512
C 4.36005 1.02098 1.46279
N 3.33616 1.11981 0.92795
H 7.37451 -0.88010 3.80638
H 7.63864 0.65558 3.10116
H 5.21960 -1.76495 3.75434
H 4.02416 -1.18794 2.66073
Cl 8.28505 -0.96245 -2.19124
C 6.63370 -0.93132 -2.74888
C 5.68009 -1.74379 -2.16539
C 4.40466 -1.76211 -2.71264
C 4.07332 -0.98390 -3.81815
C 2.71928 -1.13821 -4.46599
C 1.69620 -0.01364 -4.19520
N 1.05520 -0.07097 -2.88553
C 0.14490 -1.05531 -2.53743
C 0.08037 -1.06370 -1.18177
N 0.93480 -0.11663 -0.67537
C 1.52084 0.43784 -1.70912
O 2.90507 -1.27599 -5.87538
C 2.67027 -2.56632 -6.42946
C 1.26957 -3.08463 -6.30507
C 0.85670 -4.06741 -5.45560
Cl 1.80528 -4.93083 -4.31728
S -0.81783 -4.40583 -5.59009
C -1.00330 -3.20126 -6.79473
C 0.17363 -2.58728 -7.07550
C 5.04341 -0.11310 -4.30780
Cl 4.68360 1.00134 -5.60318
C 6.32572 -0.08470 -3.79739
H 5.90075 -2.36912 -1.31106
H 3.66318 -2.40804 -2.24859
H 2.29536 -2.05376 -4.04954
H 0.90996 -0.11826 -4.94406
H 2.15877 0.96616 -4.30922
H -0.36836 -1.63492 -3.28636
H -0.50683 -1.68569 -0.52813
H 2.27293 1.20892 -1.65343
H 3.37070 -3.29288 -6.00431
H 2.90769 -2.44907 -7.48715
H -1.96968 -3.01654 -7.23468
H 0.28194 -1.79604 -7.80434
H 7.06966 0.57566 -4.21787
*
```

**Expectation value of S²**: 3.767
**E_HOMO (alpha / beta)**: -2.6 / -2.8 eV



--- two ---
Computed, not measured: C49H39Cl3IN7OPS2TeV as an isolated structure, with ωB97M-V/def2-TZVPD.

```
! wB97M-V def2-TZVPD RIJCOSX def2/J DEFGRID3
* xyz -1 4
V -0.93016 0.38787 0.10953
I -0.72002 -2.05571 -0.95054
C -3.79196 -1.75227 -0.18801
C -4.59106 -2.24499 -1.20139
C -5.83314 -2.89587 -1.00799
C -6.32665 -3.08328 0.25005
C -5.58155 -2.61953 1.35983
C -6.03843 -2.82395 2.68170
C -5.28859 -2.42377 3.75180
C -4.05674 -1.78064 3.54256
C -3.60218 -1.53207 2.27063
P -2.01184 -0.59795 2.07104
C -0.96323 -1.72613 3.07727
C -1.10020 -3.09273 2.82012
C -0.29485 -4.02218 3.45742
C 0.65728 -3.60595 4.37875
C 0.81383 -2.25271 4.63072
C 0.02441 -1.32089 3.96989
C -2.53295 0.78894 3.18795
C -2.13458 1.05678 4.49127
C -2.68446 2.12205 5.19915
C -3.65031 2.92684 4.62005
C -4.07000 2.65807 3.32160
C -3.51368 1.60663 2.61732
C -4.33595 -1.95433 1.12431
H -4.26301 -2.16908 -2.23722
H -6.38832 -3.27354 -1.86357
H -7.26595 -3.60055 0.41735
H -6.99147 -3.32092 2.83637
H -5.64022 -2.59289 4.76309
H -3.47348 -1.46745 4.40153
H -1.84628 -3.43271 2.11233
H -0.41219 -5.07463 3.23116
H 1.28579 -4.33191 4.88028
H 1.57508 -1.90869 5.32080
H 0.22754 -0.26935 4.12191
H -1.40905 0.42753 4.98571
H -2.35570 2.31189 6.21417
H -4.07886 3.75315 5.17408
H -4.83488 3.27029 2.85871
H -3.84933 1.39387 1.60573
S 2.42800 1.47025 2.98090
C 2.83807 -0.10172 2.42062
C 1.90123 -0.62150 1.58196
C 0.77616 0.23716 1.33847
C 0.95366 1.40601 2.04661
C 0.06880 2.53594 1.87182
C 0.18653 3.74861 2.55873
C -0.67647 4.78181 2.26901
C -1.64549 4.59721 1.28904
C -1.71892 3.36666 0.67069
N -0.90270 2.34686 0.94673
H 3.74802 -0.56379 2.77232
H 2.00327 -1.60671 1.13977
H 0.95788 3.85416 3.31043
H -0.60345 5.72189 2.80174
H -2.34238 5.37916 1.02252
H -2.47555 3.17087 -0.07785
Te 1.77943 -2.57770 -1.99003
N -4.74204 1.14880 -5.08821
C -3.86370 0.89526 -4.07473
N -3.16905 -0.25950 -4.13548
N -3.73669 1.78853 -3.12772
C -2.96891 1.40560 -2.12446
N -2.31854 0.94934 -1.28592
H -4.51969 0.75717 -5.98828
H -5.06480 2.10253 -5.10961
H -3.54603 -1.01311 -4.68516
H -2.67899 -0.55266 -3.29456
Cl 7.06381 -1.69777 2.35738
C 6.37176 -1.01031 0.91636
C 5.41548 -1.71397 0.21132
C 4.86530 -1.13641 -0.92140
C 5.25846 0.11964 -1.37280
C 4.65756 0.64078 -2.65806
C 3.83121 1.93113 -2.53470
N 2.42474 1.62884 -2.40468
C 1.56787 1.28840 -3.42334
C 0.38776 0.98645 -2.82392
N 0.49134 1.16641 -1.46524
C 1.73288 1.53944 -1.24970
O 5.67736 0.86868 -3.63103
C 5.95281 -0.26413 -4.44750
C 4.80103 -0.59358 -5.35069
C 4.09334 -1.75944 -5.34491
Cl 4.39205 -3.13809 -4.36908
S 2.77662 -1.75457 -6.44112
C 3.16565 -0.16575 -6.94514
C 4.24801 0.32814 -6.28872
C 6.23227 0.79141 -0.63573
Cl 6.81305 2.36242 -1.12097
C 6.78807 0.24584 0.50828
H 5.09116 -2.69018 0.54460
H 4.07972 -1.66277 -1.45786
H 3.96586 -0.13160 -3.01226
H 3.99301 2.50643 -3.44588
H 4.12876 2.54655 -1.68843
H 1.89476 1.23012 -4.44755
H -0.52164 0.63042 -3.27595
H 2.17472 1.74627 -0.28718
H 6.21608 -1.13324 -3.83612
H 6.82921 0.01827 -5.03156
H 2.56652 0.31962 -7.69889
H 4.65066 1.32002 -6.44319
H 7.53249 0.79223 1.06880
*
```

**Expectation value of S²**: 3.768
**E_HOMO (alpha / beta)**: -3.4 / -3.5 eV



Stability check: which of them is least stable? one.



--- one ---
Computed, not measured: a 2-piece molecular cluster, C2H4O3PS overall, with ωB97M-V/def2-TZVPD.

```
! wB97M-V def2-TZVPD RIJCOSX def2/J DEFGRID3
* xyz -1 1
C 0.08547 0.50698 0.17288
C 0.83708 -2.55386 0.61445
O -0.53162 0.72758 -2.39454
O -2.03121 1.54532 -0.61926
O 0.04073 2.74209 -1.11181
P 0.13528 1.22860 1.63702
S -0.69028 1.49004 -1.13979
H 0.00182 -2.96161 1.10600
H 1.76348 -2.10979 1.01985
H 0.90109 -2.83317 -0.34407
H -0.51184 2.21782 1.05926
*
```

**E_HOMO (alpha / beta)**: -5.2 / -5.2 eV



--- two ---
Computed, not measured: a 2-piece molecular cluster, C2H4O3PS overall, with ωB97M-V/def2-TZVPD.

```
! wB97M-V def2-TZVPD RIJCOSX def2/J DEFGRID3
* xyz -1 1
C -0.49762 -0.41313 -1.93833
C -0.37191 0.87392 -1.91771
O -0.23530 0.38428 1.64690
O -0.26506 -1.29537 -0.93929
O 0.32145 0.88281 4.11764
P 0.57484 0.09057 2.89140
S 1.91058 -1.32368 2.88690
H -0.67686 -0.87485 -2.87876
H -0.07270 1.21619 -0.93708
H -0.66933 1.41157 -2.86689
H -0.01809 -0.95232 -0.06480
*
```

**E_HOMO**: -4.8 eV



Stability check: which of them is least stable? one.